{"formula": "C8H22N2O10P2Sn", "method": "ωB97M-V with the def2-TZVPD basis set", "s2": 0.76, "total_charge": -3, "spin_multiplicity": 2, "total_energy_ev": -56514.473, "elements": ["Sn", "P", "O", "O", "O", "O", "P", "O", "O", "O", "O", "C", "C", "C", "O", "C", "N", "H", "H", "H", "H", "H", "H", "H", "H", "H", "H", "H", "C", "C", "C", "O", "C", "N", "H", "H", "H", "H", "H", "H", "H", "H", "H", "H", "H"], "xyz": [[0.359, 0.472, 1.335], [0.669, 3.910, 2.394], [-0.235, 3.585, 3.650], [0.815, 5.480, 2.338], [-0.115, 3.382, 1.123], [2.042, 3.187, 2.515], [-2.861, 0.141, 1.219], [-2.161, -1.198, 0.896], [-4.472, 0.039, 1.310], [-2.486, 1.111, 0.073], [-2.258, 0.633, 2.576], [0.565, 4.224, -2.826], [-0.086, 2.860, -2.353], [0.935, 1.816, -1.957], [0.558, 0.495, -1.592], [-0.303, -0.147, -2.521], [-1.109, 3.134, -1.349], [1.100, 4.674, -1.989], [-0.205, 4.968, -3.031], [1.263, 4.170, -3.661], [-0.576, 2.459, -3.240], [1.450, 2.160, -1.060], [1.668, 1.814, -2.764], [-0.840, -0.986, -2.078], [0.194, -0.425, -3.451], [-1.124, 0.483, -2.862], [-1.587, 2.316, -0.999], [-0.608, 3.349, -0.498], [-1.026, -4.709, 1.368], [0.117, -3.653, 1.483], [0.626, -3.087, 0.198], [1.719, -2.142, 0.305], [2.954, -2.801, 0.610], [-0.385, -2.590, 2.351], [-1.559, -4.784, 2.315], [-0.662, -5.662, 0.984], [-1.790, -4.322, 0.694], [0.952, -4.153, 1.975], [-0.225, -2.523, -0.183], [0.865, -3.886, -0.504], [2.800, -3.370, 1.527], [3.544, -1.911, 0.827], [3.346, -3.441, -0.180], [-0.778, -2.993, 3.190], [-1.092, -2.079, 1.842]], "lowdin_charge": [1.5123, -0.0568, -0.2481, -0.3902, -0.4723, -0.5180, -0.1151, -0.5010, -0.5760, -0.4483, -0.4840, -0.0703, -0.4389, -0.2338, -0.2930, -0.1083, 0.0518, 0.0691, 0.0552, 0.0424, 0.1008, 0.1105, 0.1048, 0.0855, 0.0704, 0.0800, -0.0047, -0.0126, -0.0621, -0.4501, -0.2110, -0.2910, -0.1059, 0.0245, 0.0657, 0.0507, 0.0770, 0.1007, 0.1062, 0.1185, 0.0703, 0.0914, 0.0754, 0.0654, -0.0374]}

---

{"formula": "C47H52Cl6F3N8NiO2", "method": "ωB97M-V with the def2-TZVPD basis set", "s2": 2.01, "total_charge": 1, "spin_multiplicity": 3, "total_energy_ev": -189922.693, "elements": ["Ni", "C", "O", "O", "C", "F", "F", "F", "C", "C", "H", "H", "H", "H", "H", "H", "N", "C", "C", "C", "C", "C", "H", "H", "H", "H", "H", "N", "C", "C", "C", "C", "C", "H", "H", "H", "H", "H", "N", "C", "C", "C", "C", "C", "H", "H", "H", "H", "H", "N", "C", "C", "C", "C", "C", "H", "H", "H", "H", "H", "N", "C", "C", "C", "C", "C", "H", "H", "H", "H", "H", "N", "C", "C", "C", "C", "C", "H", "H", "H", "H", "H", "N", "C", "C", "C", "C", "C", "H", "H", "H", "H", "H", "N", "C", "C", "C", "C", "C", "H", "H", "H", "H", "H", "C", "Cl", "Cl", "H", "H", "C", "Cl", "Cl", "H", "H", "C", "Cl", "Cl", "H", "H"], "xyz": [[-1.309, 2.591, 0.805], [-0.816, 0.602, -0.933], [-0.160, 0.698, 0.337], [-1.669, 1.642, -0.978], [0.153, 0.348, -2.103], [1.073, 1.336, -2.201], [0.782, -0.814, -2.003], [-0.540, 0.387, -3.253], [0.626, -0.427, 0.762], [0.857, -0.214, 2.246], [1.512, 0.640, 2.433], [-0.031, -0.010, 2.850], [1.272, -1.120, 2.691], [1.576, -0.515, 0.234], [0.091, -1.369, 0.625], [-1.454, -0.300, -0.931], [4.657, -0.032, -5.071], [5.086, -1.157, -5.660], [4.241, -2.204, -5.987], [2.911, -2.094, -5.639], [2.455, -0.947, -5.015], [3.361, 0.073, -4.761], [6.110, -1.263, -5.996], [4.668, -3.128, -6.352], [2.230, -2.908, -5.855], [1.410, -0.891, -4.743], [3.084, 0.947, -4.184], [-2.568, 4.241, 0.674], [-3.042, 4.677, -0.502], [-3.794, 5.847, -0.640], [-4.095, 6.575, 0.493], [-3.700, 6.092, 1.730], [-2.958, 4.925, 1.770], [-2.840, 4.083, -1.385], [-4.171, 6.124, -1.613], [-4.581, 7.541, 0.453], [-3.921, 6.581, 2.667], [-2.795, 4.438, 2.724], [0.427, 3.615, 0.092], [0.560, 4.712, -0.694], [1.759, 5.227, -1.145], [2.935, 4.628, -0.720], [2.874, 3.529, 0.120], [1.613, 3.098, 0.472], [-0.375, 5.137, -1.038], [1.794, 6.058, -1.832], [3.902, 5.041, -0.978], [3.770, 3.018, 0.437], [1.576, 2.248, 1.145], [-1.942, -3.691, -5.358], [-0.942, -3.701, -4.490], [-1.106, -3.498, -3.131], [-2.371, -3.098, -2.714], [-3.434, -3.114, -3.612], [-3.189, -3.433, -4.953], [0.018, -3.991, -4.902], [-0.312, -3.611, -2.406], [-2.583, -2.912, -1.668], [-4.433, -2.967, -3.226], [-3.974, -3.584, -5.680], [-2.952, 1.578, 1.640], [-4.086, 1.422, 0.936], [-5.217, 0.750, 1.350], [-5.215, 0.119, 2.585], [-4.064, 0.243, 3.348], [-3.005, 1.020, 2.868], [-4.139, 1.854, -0.054], [-6.028, 0.548, 0.665], [-5.971, -0.546, 2.980], [-3.839, -0.332, 4.234], [-2.104, 1.121, 3.461], [4.584, -0.725, -0.191], [4.301, 0.392, -0.873], [5.253, 1.388, -1.039], [6.528, 1.278, -0.480], [6.775, 0.153, 0.274], [5.789, -0.828, 0.362], [3.301, 0.514, -1.270], [4.969, 2.338, -1.477], [7.317, 2.010, -0.576], [7.734, -0.117, 0.695], [5.973, -1.717, 0.953], [-0.744, -3.240, 4.394], [-1.185, -2.049, 4.830], [-0.383, -1.195, 5.563], [0.931, -1.546, 5.803], [1.375, -2.818, 5.475], [0.493, -3.601, 4.749], [-2.204, -1.841, 4.531], [-0.808, -0.244, 5.862], [1.576, -0.872, 6.352], [2.405, -3.098, 5.631], [0.721, -4.582, 4.347], [-4.502, -4.135, 0.119], [-4.297, -2.820, 0.389], [-3.103, -2.377, 0.934], [-2.066, -3.291, 1.117], [-2.236, -4.602, 0.747], [-3.492, -4.981, 0.280], [-5.068, -2.110, 0.123], [-2.929, -1.314, 1.063], [-1.113, -2.952, 1.501], [-1.411, -5.300, 0.749], [-3.602, -6.025, 0.013], [3.064, -4.409, 2.100], [3.829, -3.178, 3.130], [1.646, -3.633, 1.321], [3.709, -4.717, 1.287], [2.732, -5.220, 2.737], [-3.898, 0.725, -3.416], [-5.042, 0.904, -4.762], [-4.607, -0.260, -2.117], [-3.100, 0.133, -3.855], [-3.526, 1.687, -3.087], [4.013, 2.216, 4.059], [4.189, 0.513, 4.586], [5.354, 2.875, 3.127], [3.083, 2.411, 3.536], [4.013, 2.777, 4.988]], "lowdin_charge": [0.7689, -0.4219, -0.1594, -0.1919, -0.5615, 0.1270, 0.1596, 0.1486, -0.2329, -0.0536, 0.0526, 0.0576, 0.0470, 0.1072, 0.0800, 0.1492, 0.0546, -0.1495, -0.0749, -0.0791, -0.0695, -0.1544, 0.1021, 0.1037, 0.0975, 0.0872, 0.0913, -0.0105, -0.1117, -0.0259, -0.0408, -0.0352, -0.1063, 0.1163, 0.1178, 0.1211, 0.1166, 0.1127, 0.0325, -0.0931, -0.0311, -0.0334, -0.0446, -0.1170, 0.1034, 0.1166, 0.1218, 0.0788, 0.0865, 0.0521, -0.1645, -0.0633, -0.0899, -0.0875, -0.1270, 0.0946, 0.0993, 0.0681, 0.0812, 0.1048, 0.0136, -0.1413, -0.0523, -0.0338, -0.0489, -0.1116, 0.0911, 0.1106, 0.1246, 0.0986, 0.1017, 0.0664, -0.1479, -0.0859, -0.0671, -0.0720, -0.1521, 0.0822, 0.0927, 0.1103, 0.1068, 0.0925, 0.0701, -0.1553, -0.0901, -0.0831, -0.0823, -0.1674, 0.0842, 0.1006, 0.1017, 0.0808, 0.1001, 0.0733, -0.1618, -0.0833, -0.0987, -0.0638, -0.1461, 0.0744, 0.0837, 0.0483, 0.1039, 0.1090, -0.9200, 0.5234, 0.5517, 0.0302, 0.0258, -0.9878, 0.5236, 0.5734, 0.0061, 0.0199, -1.0155, 0.5030, 0.5383, 0.0065, 0.0166]}

---

{"formula": "C25H53Cl4NNbO5", "method": "ωB97M-V with the def2-TZVPD basis set", "total_charge": -1, "total_energy_ev": -90135.751, "elements": ["C", "C", "O", "C", "O", "C", "C", "C", "Nb", "C", "C", "C", "C", "C", "C", "C", "C", "O", "C", "C", "O", "C", "N", "C", "C", "C", "C", "O", "H", "H", "H", "H", "H", "H", "H", "H", "H", "H", "H", "H", "H", "H", "H", "H", "H", "H", "H", "H", "H", "H", "H", "H", "H", "H", "H", "H", "H", "H", "H", "H", "H", "H", "H", "H", "H", "H", "H", "H", "H", "H", "H", "H", "H", "Cl", "C", "C", "Cl", "H", "H", "H", "H", "Cl", "C", "C", "Cl", "H", "H", "H", "H"], "xyz": [[-2.956, -2.884, -1.077], [-3.313, -2.667, 0.536], [-2.577, -1.556, 1.158], [-3.219, -0.254, 0.925], [-4.542, -0.016, 0.900], [-2.257, 1.100, 0.723], [-1.067, 1.193, 1.892], [0.045, 2.293, 1.298], [1.731, 1.040, 0.375], [3.273, -0.380, -0.585], [2.890, -1.982, -0.382], [1.572, -2.436, -1.298], [1.936, -3.605, -2.391], [1.904, -3.049, -3.961], [0.693, -3.770, -4.841], [0.502, -3.116, -6.345], [-0.110, -1.578, -6.328], [0.732, -0.755, -7.223], [-0.084, 0.282, -7.899], [-0.119, 1.786, -7.186], [-0.777, -0.008, -9.031], [2.127, -0.067, 2.377], [1.693, 0.775, 3.561], [2.599, 1.963, 3.798], [1.455, 2.228, -1.571], [2.065, 3.755, -1.488], [0.890, 4.934, -1.446], [2.957, 4.090, -2.645], [-3.261, -1.958, -1.724], [-1.837, -3.214, -1.181], [-3.640, -3.789, -1.436], [-2.994, -3.695, 1.053], [-4.478, -2.611, 0.636], [-2.927, 2.087, 0.757], [-1.701, 0.998, -0.308], [-1.460, 1.611, 2.912], [-0.629, 0.105, 1.972], [-0.498, 2.900, 0.426], [0.401, 3.059, 2.109], [3.029, 2.212, 0.895], [0.453, -0.171, -0.105], [4.345, -0.248, -0.106], [3.355, -0.119, -1.735], [2.614, -2.262, 0.723], [3.814, -2.673, -0.679], [0.728, -2.881, -0.582], [1.091, -1.462, -1.782], [1.096, -4.447, -2.319], [2.950, -4.142, -2.127], [2.966, -3.238, -4.434], [1.662, -1.898, -3.889], [-0.304, -3.799, -4.209], [1.010, -4.908, -4.989], [1.507, -3.073, -6.951], [-0.276, -3.783, -6.952], [-0.106, -1.196, -5.215], [-1.221, -1.521, -6.758], [0.169, 1.618, -6.058], [-1.217, 2.197, -7.274], [0.685, 2.505, -7.671], [3.224, -0.471, 2.453], [1.393, -1.001, 2.350], [1.545, 0.198, 4.422], [3.475, 2.065, 3.026], [3.050, 1.980, 4.896], [1.930, 2.943, 3.716], [2.045, 1.636, -2.414], [0.323, 2.222, -1.906], [2.749, 3.874, -0.529], [0.640, 5.310, -2.538], [1.282, 5.894, -0.865], [-0.122, 4.541, -0.960], [2.820, 5.096, -2.753], [-0.122, 3.040, 7.332], [-0.801, 1.439, 7.720], [0.280, 0.384, 7.895], [1.096, -0.003, 6.360], [-1.505, 1.168, 6.927], [-1.364, 1.552, 8.652], [-0.165, -0.547, 8.260], [1.041, 0.702, 8.614], [-3.647, 0.327, 7.411], [-4.801, 0.331, 6.054], [-4.486, -0.747, 5.029], [-2.981, -0.409, 4.139], [-4.794, 1.329, 5.605], [-5.794, 0.158, 6.482], [-5.288, -0.798, 4.285], [-4.392, -1.732, 5.496]], "lowdin_charge": [-0.0968, -0.2331, -0.1390, -0.2991, -0.0775, -0.1200, -0.3260, -0.3833, 1.6107, -0.4121, -0.3048, -0.2551, -0.2187, -0.2018, -0.2233, -0.1683, -0.1846, -0.1439, -0.2764, -0.0149, -0.0467, -0.4275, -0.2685, -0.2105, -0.3618, -0.4564, -0.1094, -0.1699, 0.0835, 0.0690, 0.0824, 0.1336, 0.1195, 0.1324, 0.0966, 0.0753, 0.0534, 0.0202, 0.0313, -0.0986, -0.0709, 0.0397, 0.0323, 0.0719, 0.0888, 0.0948, 0.0708, 0.0967, 0.0983, 0.1125, 0.0970, 0.1130, 0.1132, 0.1215, 0.1152, 0.1269, 0.1411, 0.0930, 0.0961, 0.1009, 0.0457, 0.0543, -0.0791, 0.0426, 0.0692, 0.0662, 0.0393, 0.0393, 0.0842, 0.0765, 0.0796, 0.0661, 0.0843, 0.5402, -0.7294, -0.6300, 0.6572, -0.0192, 0.0531, 0.0694, 0.0671, 0.6122, -0.6316, -0.6341, 0.6531, 0.0767, 0.0693, 0.0771, 0.0683]}

---

{"formula": "C5H7N5", "method": "ωB97M-V with the def2-TZVPD basis set", "total_charge": 0, "total_energy_ev": -12747.648, "smiles": "[H]/N=C(\\N)Nc1cccnn1", "elements": ["C", "C", "C", "C", "C", "H", "H", "H", "H", "H", "H", "H", "N", "N", "N", "N", "N"], "xyz": [[-1.009, -0.396, -1.977], [0.177, 0.385, 0.158], [0.172, -0.816, 0.879], [0.755, -0.770, 2.121], [1.356, 0.406, 2.588], [-1.742, -1.818, -0.658], [-0.445, -2.341, -1.426], [-1.676, -0.622, -3.689], [-0.421, 1.490, -1.407], [-0.152, -1.736, 0.481], [0.861, -1.698, 2.697], [1.904, 0.416, 3.491], [-1.209, -1.704, -1.493], [-1.313, 0.099, -3.097], [-0.409, 0.510, -1.095], [1.253, 1.526, 1.857], [0.673, 1.489, 0.670]], "lowdin_charge": [-0.5077, -0.3112, -0.0157, -0.0575, -0.1298, 0.0756, 0.0790, 0.0435, 0.1473, 0.0682, 0.1116, 0.0866, 0.0878, 0.1395, 0.1089, 0.0210, 0.0528]}